Record 1
The following is a quantum chemistry calculation of a molecular structure, C40H38N5O5PSV, from the Open Molecules 2025 dataset.

```
91
Properties=species:S:1:pos:R:3
V 1.2662 -0.1956 0.1939
C -4.2027 -1.9012 2.0673
O -3.8730 -3.1446 2.6904
C -3.5785 -4.1661 1.8280
C -4.4489 -5.2356 1.6905
C -4.1292 -6.2794 0.8356
C -2.9365 -6.2752 0.1235
C -2.0392 -5.2328 0.2868
C -2.3681 -4.1806 1.1338
N -1.4196 -3.1482 1.4287
C -0.8367 -2.3694 0.5311
N -1.1847 -2.4023 -0.7435
C -0.4699 -1.7799 -1.7708
C 0.6208 -0.9192 -1.5895
C 1.2630 -0.4717 -2.7535
C 0.8203 -0.8299 -4.0122
C -0.2872 -1.6484 -4.1794
C -0.9319 -2.1338 -3.0565
O -1.9923 -2.9633 -3.0603
C -2.5217 -3.3941 -4.3239
N 0.1215 -1.4875 0.8820
C 0.6231 -1.4690 2.2210
C 1.6565 -2.3463 2.5962
C 2.1004 -2.3714 3.8924
C 1.5008 -1.5270 4.8341
C 0.4557 -0.6874 4.5001
C -0.0092 -0.6568 3.1866
O -1.0694 0.0528 2.7631
C -1.7811 0.8273 3.7293
H -4.8334 -1.3613 2.7701
H -4.7637 -2.0681 1.1462
H -3.3078 -1.3107 1.8503
H -5.3722 -5.2301 2.2535
H -4.8152 -7.1084 0.7291
H -2.6902 -7.1008 -0.5290
H -1.0732 -5.2545 -0.2037
H -1.1991 -2.9843 2.4030
H -1.9148 -3.0439 -1.0403
H 2.1499 0.1319 -2.7133
H 1.3559 -0.4697 -4.8802
H -0.6219 -1.9173 -5.1703
H -2.8600 -2.5377 -4.9067
H -3.3662 -4.0312 -4.0847
H -1.7730 -3.9626 -4.8751
H 2.1063 -2.9738 1.8368
H 2.9011 -3.0334 4.1886
H 1.8515 -1.5406 5.8576
H 0.0001 -0.0741 5.2629
H -2.1786 0.1924 4.5218
H -2.6046 1.2821 3.1855
H -1.1383 1.5990 4.1564
O 2.9208 0.8525 2.5150
C 3.3593 0.6133 1.4386
O 2.9472 -0.5453 0.7360
C 4.1179 1.5046 0.5087
P 2.8992 1.6392 -0.8574
C 3.8293 1.6291 -2.3925
C 4.9025 0.7493 -2.5527
C 5.5851 0.7130 -3.7568
C 5.1949 1.5384 -4.8040
C 4.1154 2.3982 -4.6534
C 3.4263 2.4441 -3.4527
C 1.9907 3.1783 -0.7201
C 0.5057 2.9472 -0.7994
C -0.3654 4.2504 -0.7051
C 0.4227 5.5362 -0.6040
C 1.7482 5.5929 -0.5247
C 2.5553 4.3771 -0.5727
H 5.0134 1.0080 0.1375
H 4.3704 2.4546 0.9742
H 5.2075 0.0799 -1.7578
H 6.4234 0.0409 -3.8770
H 5.7357 1.5118 -5.7401
H 3.8163 3.0411 -5.4699
H 2.5937 3.1275 -3.3415
H 0.2708 2.4730 -1.7540
H -0.9594 4.2901 -1.6209
H -0.1586 6.4521 -0.6220
H 2.2533 6.5478 -0.4696
H 3.6331 4.4799 -0.5226
S 0.0250 1.6637 0.4542
C -1.4203 4.2398 0.3790
N -1.1263 4.7878 1.5750
C -2.0388 4.8999 2.5596
C -3.3057 4.4327 2.3269
C -3.5501 3.8663 1.0755
N -2.6221 3.7736 0.1263
H -0.1897 5.1651 1.7059
H -1.7148 5.3728 3.4767
H -4.0798 4.5215 3.0745
H -4.5333 3.4851 0.8243
```

## Properties
HOMO: -15.36 eV
Frontier orbital gap: 5.8 eV
Net charge: +3
Lowest unoccupied orbital energy: -9.508 eV


Record 2
The following is a quantum chemistry calculation of 3 unconnected molecules or ions with the total composition C19H49ClN7O3P2 at a distorted geometry, from the Open Molecules 2025 dataset.

```
81
Properties=species:S:1:pos:R:3
O 1.4307 -3.5270 0.2420
C 0.8003 -2.7441 -0.3208
Cl 1.3242 -2.1637 -1.9080
C -0.5128 -2.1898 0.2702
N -1.6751 -2.3938 -0.6835
C -2.5533 -1.1853 -0.5546
C -3.9732 -1.3775 -1.0951
C -4.6021 -2.6647 -0.4670
C -3.7186 -3.8537 -0.9913
C -2.3330 -3.6812 -0.3212
H -0.6575 -2.7306 1.2104
H -0.4225 -1.1352 0.5576
H -1.2489 -2.4181 -1.6167
H -2.0830 -0.3950 -1.1631
H -2.5826 -0.7818 0.4645
H -3.9673 -1.5406 -2.1826
H -4.6037 -0.5050 -0.8906
H -4.4105 -2.6158 0.6164
H -5.6551 -2.7811 -0.7281
H -4.1589 -4.8234 -0.7500
H -3.6272 -3.6740 -2.0730
H -1.7038 -4.4861 -0.7303
H -2.4729 -3.8257 0.7529
O 0.1162 -2.0070 7.5083
P 0.4511 -1.4045 6.1552
N 1.9245 -0.6588 6.6339
C 2.4659 0.5995 6.1766
C 3.0036 -1.5784 6.9876
N -0.8857 -0.2977 6.1290
C -0.8113 0.9564 6.8666
C -2.1668 -0.9500 6.3983
N 0.7108 -1.0734 4.4616
C 1.6485 -1.9236 3.7423
C 0.1865 0.0083 3.6592
H 2.9423 0.5302 5.1863
H 3.2277 0.9490 6.8763
H 1.7217 1.3918 6.1435
H 3.5738 -1.8913 6.1021
H 2.6123 -2.4763 7.4671
H 3.6928 -1.1180 7.6987
H -0.4034 0.8269 7.8759
H -1.7991 1.4114 6.9584
H -0.2166 1.6935 6.3230
H -2.3202 -1.1344 7.4662
H -2.2282 -1.9114 5.8810
H -2.9908 -0.3328 6.0298
H 2.5942 -1.4025 3.5534
H 1.2297 -2.2438 2.7824
H 1.8671 -2.8286 4.3114
H 0.6119 0.9762 3.9362
H -0.8993 0.0764 3.7173
H 0.4162 -0.1439 2.5970
O -0.9493 1.4013 -5.2935
P 0.1596 2.4450 -5.2956
N 1.0394 1.7911 -6.6205
C 2.4730 1.7618 -6.7996
C 0.3670 1.8668 -7.9159
N 0.8160 1.9714 -3.7527
C 1.6923 0.8193 -3.6576
C -0.1940 1.9033 -2.7061
N 1.1177 3.8861 -5.2312
C 0.8386 4.9116 -6.2328
C 2.2412 4.1916 -4.3657
H 2.8859 2.7249 -7.1331
H 2.7343 1.0196 -7.5571
H 3.0045 1.4551 -5.9017
H 0.5489 2.8309 -8.4083
H -0.7114 1.7468 -7.8058
H 0.7057 1.0686 -8.5805
H 1.3174 -0.0391 -4.2333
H 1.8097 0.5048 -2.6189
H 2.7040 1.0663 -3.9845
H -0.7833 0.9748 -2.7597
H -0.8877 2.7435 -2.7805
H 0.2774 1.9620 -1.7195
H 1.6139 4.9309 -7.0068
H 0.7729 5.9044 -5.7824
H -0.1188 4.7261 -6.7234
H 3.1164 3.5839 -4.6101
H 2.0028 4.0588 -3.3131
H 2.5372 5.2383 -4.4727
```

## Properties
HOMO: -10.00 eV
Frontier orbital gap: 6.9 eV
Net charge: +1
Lowest unoccupied orbital energy: -3.061 eV


Record 3
The following is a quantum chemistry calculation of 2 unconnected molecules or ions with the total composition C9H6N4O at a distorted geometry, from the Open Molecules 2025 dataset.

```
20
Properties=species:S:1:pos:R:3
C -3.7475 1.4056 -0.2593
C -3.5597 -2.8822 0.1861
C 3.6077 0.7254 0.2787
C 2.6982 1.8052 0.1897
C 3.1605 -0.5820 0.0961
C 1.3764 1.4633 -0.1047
C 1.8729 -0.9214 -0.1299
C 0.9263 0.1312 -0.1549
C -2.4655 0.9538 -0.1818
N -4.8425 1.7856 -0.3317
N -3.2775 -4.0041 0.2387
N -0.4237 -0.2103 -0.3031
N -1.3803 0.4821 -0.1203
O -3.7483 -1.6411 -0.1475
H 4.7140 0.8253 0.4425
H 3.0410 2.8150 0.2040
H 4.0009 -1.3619 0.2511
H 0.5087 2.1366 -0.2342
H 1.7601 -1.9287 -0.3364
H -4.2217 -0.9975 0.4168
```

## Properties
HOMO: -8.56 eV
Frontier orbital gap: 7.8 eV
ΔE to the lowest compared entry with this formula, charge and spin: 116.2 kcal/mol
Lowest unoccupied orbital energy: -0.752 eV


Record 4
The following is a quantum chemistry calculation of 5 unconnected molecules or ions with the total composition C18H50N4O6 at a distorted geometry, from the Open Molecules 2025 dataset.

```
78
Properties=species:S:1:pos:R:3
C 1.7111 1.9200 -1.8279
O 1.0498 0.6561 -1.8371
C 0.9304 -0.0530 -0.5430
C 1.2052 -1.5063 -0.7361
C 0.1638 -2.2480 -1.6353
N 1.2092 -2.3080 0.4708
H 2.7153 1.7359 -1.4461
H 1.1609 2.7103 -1.3172
H 1.7784 2.2193 -2.8738
H 1.5151 0.4717 0.2125
H -0.0937 0.0479 -0.1839
H 2.1979 -1.6968 -1.1438
H 0.1402 -1.6993 -2.5768
H -0.8347 -2.0798 -1.2319
H 0.2671 -3.3262 -1.7571
H 0.4139 -1.9973 1.0102
H 2.0046 -1.8622 0.9051
C 8.1857 1.6643 0.8076
O 7.7471 0.5133 1.5909
C 8.6143 0.0453 2.5667
C 9.1270 -1.3870 2.3136
C 8.0679 -2.4542 2.4180
N 10.3745 -1.8088 3.0802
H 9.1879 1.4487 0.4373
H 8.1751 2.5536 1.4378
H 7.5027 1.8250 -0.0265
H 9.4264 0.7444 2.7668
H 8.0856 0.0786 3.5193
H 9.2021 -1.3437 1.2271
H 8.4264 -3.4273 2.0824
H 7.1613 -2.2965 1.8340
H 7.7518 -2.5760 3.4540
H 11.0243 -1.0356 3.0888
H 10.9246 -2.4997 2.5901
C -1.7783 0.4692 -6.8742
O -2.6773 -0.7112 -6.8300
C -3.6662 -0.6125 -7.8855
C -4.7901 0.3738 -7.5007
C -5.5249 0.0536 -6.2520
N -5.7513 0.5549 -8.5810
H -1.2495 0.5380 -7.8249
H -1.0966 0.3625 -6.0304
H -2.2573 1.4378 -6.7310
H -3.0304 -0.4700 -8.7593
H -4.0370 -1.5507 -8.2982
H -4.3317 1.3563 -7.3888
H -4.8769 -0.1736 -5.4055
H -6.0787 -0.8851 -6.2594
H -6.1934 0.8344 -5.8891
H -6.4285 1.2596 -8.3262
H -6.2873 -0.2978 -8.6565
C -4.8655 3.0185 -0.1147
O -4.5636 2.3559 1.0548
C -4.7790 0.9561 0.9182
C -4.7319 0.5444 2.4516
C -4.8884 -0.9113 2.6256
N -5.8926 1.1207 3.1866
H -4.6420 4.0755 0.0303
H -5.8988 3.0330 -0.4615
H -4.2788 2.6827 -0.9697
H -5.6974 0.5289 0.5155
H -3.9970 0.4315 0.3691
H -3.7821 0.8720 2.8743
H -4.6600 -1.1191 3.6710
H -4.1571 -1.3140 1.9247
H -5.9217 -1.1238 2.3513
H -5.9284 2.1207 3.0496
H -5.8993 1.0639 4.1950
O -1.5148 -0.9874 9.0454
C -1.5783 0.0917 8.2345
C -0.5158 0.0728 7.0273
O -0.7858 -0.9657 6.2129
H -1.8669 -0.8784 9.9318
H -2.5261 0.1707 7.7021
H -1.3738 0.9877 8.8206
H 0.5441 0.0794 7.2818
H -0.6843 0.9887 6.4609
H -1.5785 -1.4632 6.4264
```

## Properties
HOMO: -9.23 eV
Frontier orbital gap: 9.7 eV
ΔE to the lowest compared entry with this formula, charge and spin: 138.3 kcal/mol
Lowest unoccupied orbital energy: 0.467 eV


Record 5
The following is a quantum chemistry calculation of a molecular structure, C4H7NO at a distorted geometry, from the Open Molecules 2025 dataset.

```
13
Properties=species:S:1:pos:R:3
C 0.2268 0.1202 0.4968
C -1.1449 -0.3465 0.5070
C -2.1737 0.5509 -0.2018
C 2.5397 -0.1646 -0.2333
N 1.3817 0.3686 0.3876
O -0.6281 -1.3925 -0.2062
H -1.4733 -0.6032 1.5309
H -1.8311 1.5812 -0.2476
H -3.1211 0.5137 0.3313
H -2.3173 0.1846 -1.2159
H 2.3408 -1.0865 -0.7815
H 3.2875 -0.3316 0.5402
H 2.9130 0.6055 -0.9077
```

## Properties
HOMO: -8.88 eV
Frontier orbital gap: 9.8 eV
ΔE to the lowest compared entry with this formula, charge and spin: 84.1 kcal/mol
Lowest unoccupied orbital energy: 0.896 eV


Record 6
The following is a quantum chemistry calculation of C4H7NO2 in the gas phase at a distorted geometry, from the Open Molecules 2025 dataset.

```
14
Properties=species:S:1:pos:R:3
C 0.1053 -0.3549 -1.8599
C -1.0572 -0.1942 -0.9250
N -1.0598 -0.1474 0.3634
C 0.1876 -0.2553 1.1053
O -0.0495 -0.6869 2.4332
C 0.8251 1.1323 1.1669
O 1.6587 1.5460 0.3621
H -0.0602 -1.2531 -2.4617
H 1.0692 -0.4360 -1.3621
H 0.1251 0.5059 -2.5343
H -2.0403 -0.1058 -1.4209
H 0.8939 -0.9654 0.6679
H -1.0140 -0.5875 2.5227
H 0.4160 1.8022 1.9424
```

## Properties
HOMO: -9.79 eV
Frontier orbital gap: 10.4 eV
ΔE to the lowest compared entry with this formula, charge and spin: 44.4 kcal/mol
Lowest unoccupied orbital energy: 0.580 eV


Look up the frontier orbital gap of the second one. 6.9 eV